Run a
Molecular formula: C22H26N2O4
Method: DFT, ωB97M-V with the def2-TZVPD basis set

CARTESIAN COORDINATES (ANGSTROEM)
C 0.73696 2.57099 3.67548
C 0.65049 1.24826 2.97948
C 1.26692 1.06804 1.74904
C 1.21980 -0.14717 1.09358
C 0.55290 -1.21763 1.67809
C -0.05847 -1.04499 2.91450
C -0.02997 0.17587 3.56754
C -0.70909 0.33600 4.89287
H -1.50310 1.07992 4.82788
H -1.14451 -0.60575 5.21522
H -0.00083 0.67039 5.64997
H -0.56192 -1.89003 3.35930
C 0.61389 -2.57599 1.09325
O 0.84397 -3.56585 1.75755
N 0.51960 -2.69191 -0.27468
C -0.08417 -1.85869 -1.19108
C 0.04011 -2.05520 -2.52572
C 0.84317 -3.04093 -3.18576
C 0.96029 -3.29150 -4.53519
C 1.87501 -4.35684 -4.66817
C 2.25636 -4.68474 -3.40325
O 1.64278 -3.89883 -2.50162
H 2.92961 -5.42731 -3.02375
H 2.20462 -4.81538 -5.57765
H 0.44968 -2.77716 -5.32323
H -0.53873 -1.44369 -3.19839
C -1.14252 -0.92610 -0.68066
O -1.94751 -1.31998 0.14503
N -1.25309 0.28393 -1.27892
C -0.23421 0.94864 -2.05640
H -0.47626 0.90772 -3.12697
H 0.72107 0.44857 -1.89568
C -0.13892 2.43066 -1.61195
C 1.28919 2.94628 -1.71929
H 1.64084 2.85679 -2.74346
H 1.93763 2.37167 -1.06471
H 1.32729 3.98909 -1.41724
O -0.56500 2.56151 -0.27654
C -1.95565 2.33576 -0.12845
C -2.23900 2.11779 1.34980
H -1.78475 2.91844 1.92573
H -1.81540 1.16955 1.66770
H -3.31128 2.11028 1.52416
C -2.39361 1.12018 -0.97623
H -2.83844 1.44500 -1.92400
H -3.11464 0.51421 -0.42748
H -2.49679 3.23220 -0.48494
H -0.79364 3.04398 -2.25677
H 0.79669 -3.60434 -0.62393
H 1.73770 -0.27859 0.15364
H 1.79509 1.89711 1.30277
H 1.18956 3.31647 3.02706
H 1.34093 2.48410 4.57924
H -0.25063 2.91921 3.97324

Calculated values
LUMO level	0.32	eV
frontier orbital gap	8.12	eV
SMILES	Cc1ccc(C(=O)N/C(=C\c2ccco2)C(=O)N2C[C@@H](C)O[C@@H](C)C2)cc1C

Löwdin population analysis, charges in e, atoms 1 to 4: -0.042, -0.244, -0.033, -0.018

Run b
Molecular formula: C22H26N2O4
Method: DFT, ωB97M-V with the def2-TZVPD basis set

CARTESIAN COORDINATES (ANGSTROEM)
C 1.33890 2.75686 1.57350
H 0.35070 2.36443 1.31286
O 1.98082 1.94562 2.52583
C 1.30659 1.61808 3.67825
C 0.13927 2.25746 4.07795
C -0.50029 1.92005 5.25750
C 0.02073 0.92608 6.06268
C 1.17314 0.27278 5.67253
C 1.82840 0.59540 4.48888
O 2.96144 -0.14425 4.26217
C 3.61147 -0.12902 3.01715
C 2.71843 -0.50646 1.88222
C 1.51331 -1.14348 1.83038
C 1.18484 -1.14414 0.44667
N 2.13805 -0.55701 -0.23833
O 3.08983 -0.16268 0.63998
C -0.06868 -1.78040 -0.04586
O -0.72001 -2.43040 0.76314
N -0.45884 -1.63919 -1.33120
C -1.71744 -2.26416 -1.68484
C -2.66372 -1.42352 -2.54874
C -2.68746 0.06492 -2.17597
C -1.55931 0.91058 -2.78023
C -1.42440 0.64442 -4.27666
C -1.15957 -0.84337 -4.48632
C 0.10864 -1.27831 -3.74415
H 0.20132 -2.36520 -3.77816
C 0.23963 -0.80439 -2.29139
C -0.20520 0.65384 -2.12732
H -0.24215 0.89090 -1.06225
H 0.54199 1.30447 -2.58508
H 1.29954 -0.86353 -2.02900
H 0.96456 -0.86311 -4.28153
C -2.39456 -1.61583 -4.03978
H -2.27683 -2.68003 -4.25655
H -3.25611 -1.25919 -4.60979
H -1.00080 -1.03529 -5.55417
H -0.60413 1.23927 -4.68364
H -2.33930 0.93187 -4.79897
H -1.81729 1.96506 -2.62332
H -2.66999 0.16053 -1.08780
H -3.63618 0.48046 -2.52606
H -3.66467 -1.82400 -2.34557
H -1.52063 -3.21706 -2.19151
H -2.20484 -2.49849 -0.73349
H 0.92715 -1.55240 2.62475
H 4.06343 0.84749 2.80275
H 4.41397 -0.86981 3.12035
H 1.59964 -0.51425 6.27379
H -0.46707 0.65341 6.98523
H -1.40288 2.43993 5.53923
H -0.27572 3.04202 3.46565
H 1.24237 3.79019 1.92152
H 1.97994 2.73287 0.69273

Calculated values
LUMO level	0.64	eV
frontier orbital gap	9.01	eV
SMILES	COc1ccccc1OCc1cc(C(=O)N2C[C@@H]3C[C@H]4C[C@@H](C3)C[C@@H]2C4)no1

Löwdin population analysis, charges in e, atoms 1 to 4: -0.070, 0.097, -0.117, -0.192

It is run a that is most stable; the runner-up trails by 31.1 kcal/mol.